# 1
C5H16N2O | ωB97M-V/def2-TZVPD

Last column: natural (NBO) charge in e.
CARTESIAN COORDINATES (ANGSTROEM)
1 C -0.3877 1.4983 2.0128  -0.63
2 C 0.3308 0.8896 0.7933  -0.05
3 C 0.7652 2.0286 -0.1431  -0.61
4 N -0.5064 -0.0617 0.0541  -0.65
5 C -0.5200 -1.4022 0.6520  -0.24
6 C 0.7627 -2.1828 0.3543  -0.24
7 N 1.5283 -1.7656 -0.8151  -0.84
8 H 0.3421 2.0926 2.5612  0.21
9 H -1.1989 2.1445 1.6728  0.20
10 H -0.7288 0.7185 2.6962  0.21
11 H 1.2154 0.3572 1.1533  0.19
12 H 1.1697 1.6432 -1.0842  0.21
13 H -0.1340 2.5864 -0.4339  0.20
14 H 1.5240 2.6471 0.3390  0.21
15 H -1.4489 0.3104 0.0724  0.36
16 H -0.6971 -1.3601 1.7355  0.17
17 H -1.4633 -1.8687 0.3438  0.19
18 H 0.6023 -3.2592 0.2643  0.20
19 H 1.4005 -2.1038 1.2371  0.17
20 H 1.3547 -2.4081 -1.5814  0.36
21 H 1.2249 -0.8326 -1.0946  0.37
22 O -1.6812 -0.1094 -3.9216  -0.94
23 H -2.1154 0.7423 -3.8290  0.47
24 H -1.3389 -0.3043 -3.0392  0.47

Calculated values
HOMO: -9.1 eV
Gap between HOMO and LUMO: 9.8 eV
Relative energy (zero: lowest compared OMol25 entry of this formula, charge and spin): 15.7 kcal per mole
Multiplicity: 1

# 2
C5H16N2O | ωB97M-V/def2-TZVPD

Last column: natural (NBO) charge in e.
CARTESIAN COORDINATES (ANGSTROEM)
1 C -0.7009 -1.7934 -2.1864  -0.62
2 C 0.1438 -0.5727 -1.7434  -0.24
3 N -0.7698 0.3463 -1.0482  -0.52
4 C -1.0433 2.3762 0.3984  -0.63
5 C -0.0466 1.3114 -0.2642  0.02
6 C 0.6990 0.5761 0.9473  -0.30
7 N 1.1232 1.4929 1.8519  -0.38
8 H -0.0697 -2.6524 -2.4799  0.21
9 H -1.4144 -1.6166 -2.9740  0.20
10 H -1.2414 -2.0601 -1.2859  0.26
11 H 0.9041 -1.0238 -1.0831  0.20
12 H 0.6270 -0.0886 -2.5951  0.19
13 H -1.2747 -0.2532 -0.3711  0.43
14 H -1.2266 3.2187 -0.2687  0.22
15 H -1.9922 1.9137 0.6570  0.22
16 H -0.5452 2.7555 1.2884  0.24
17 H 0.6965 1.8568 -0.8501  0.22
18 H -0.1039 -0.1452 1.3448  0.34
19 H 1.6985 -1.6442 2.8550  -0.01
20 H 1.4990 -0.0272 0.4870  0.20
21 H 2.1331 1.4553 2.0087  0.34
22 H -0.6170 -1.9388 1.5113  0.44
23 H 2.3431 -1.7044 3.2205  0.01
24 O -0.8215 -1.7822 0.5797  -1.01

Calculated values
HOMO: -9.2 eV
Gap between HOMO and LUMO: 6.1 eV
Relative energy (zero: lowest compared OMol25 entry of this formula, charge and spin): 165.0 kcal per mole
Multiplicity: 1

# 3
C5H16N2O2 | ωB97M-V/def2-TZVPD

Last column: natural (NBO) charge in e.
CARTESIAN COORDINATES (ANGSTROEM)
1 C 0.7365 2.6145 0.2918  -0.13
2 O 0.1669 2.9574 1.6046  -0.70
3 C -0.0010 1.3448 -0.1811  -0.07
4 C 0.8505 0.4092 -1.1536  -0.49
5 C 0.5971 -1.0153 -0.8504  -0.16
6 C 1.4157 -1.8197 -0.2767  -0.02
7 N 0.7521 -3.1222 0.0188  -0.73
8 N -1.4282 1.8777 -0.5293  -0.69
9 H 0.6005 3.5152 -0.3446  0.22
10 H 1.7968 2.5646 0.4238  0.23
11 H 0.6909 2.4685 2.2024  0.48
12 H -0.1786 0.5885 0.6595  0.23
13 H 2.0344 0.6762 -1.1580  0.29
14 H 0.6688 0.7945 -2.3512  0.28
15 H -0.4283 -1.2827 -0.9411  0.21
16 H 2.4078 -1.8940 -0.1527  0.24
17 H -0.2707 -3.0911 -0.3851  0.48
18 H 0.9126 -3.5372 0.9374  0.46
19 H 1.2543 -4.0186 -0.4694  0.47
20 H -1.9763 2.1545 0.2736  0.47
21 H -2.0114 1.0575 -0.8561  0.45
22 H -1.2003 2.6031 -1.1674  0.45
23 H -3.0759 -2.0199 1.1361  0.49
24 H -2.1729 -1.8321 2.1427  0.49
25 O -2.1411 -1.9933 1.1262  -0.97

Calculated values
HOMO: -17.6 eV
Gap between HOMO and LUMO: 11.1 eV
Relative energy (zero: lowest compared OMol25 entry of this formula, charge and spin): 72.3 kcal per mole
Multiplicity: 1
Net charge: +2

# 4
C5H16N2O3 | ωB97M-V/def2-TZVPD

Last column: Mulliken spin population.
CARTESIAN COORDINATES (ANGSTROEM)
1 C -1.5539 -0.5201 0.6118  -0.04
2 N -0.2405 -0.4960 0.8391  0.04
3 C 0.5343 2.4272 0.9002  0.04
4 C 0.4697 1.5683 -0.3531  0.92
5 C 0.7538 0.0941 -0.0717  -0.73
6 C 0.8603 -0.7443 -1.3497  2.01
7 N 2.1039 -0.4884 -2.0658  0.25
8 O -2.3786 -0.9401 1.4250  0.02
9 H -1.8655 -0.1375 -0.3673  0.01
10 H 0.0893 -0.8165 1.7412  -0.01
11 H 1.5122 2.3512 1.3843  0.01
12 H -0.2211 2.1423 1.6394  -0.02
13 H 0.3555 3.4831 0.6719  -0.08
14 H -0.5073 1.6646 -0.8251  -0.07
15 H 1.1837 1.9324 -1.0905  -0.20
16 H 1.7065 0.0320 0.4485  -0.21
17 H 0.8481 -1.7938 -1.0638  0.20
18 H -0.0337 -0.5563 -1.9611  0.27
19 H 2.2024 -1.1352 -2.8491  -0.97
20 H 2.1292 0.4551 -2.4610  -0.43
21 H -5.5239 -0.3280 1.1527  -0.01
22 H -4.0462 -0.6264 0.8262  -0.02
23 O -4.9101 -0.4102 0.4153  0.01
24 H 3.4554 -0.7274 -0.7267  0.00
25 H 4.8720 -0.2253 -0.4094  -0.17
26 O 4.1155 -0.6646 0.0047  0.16

Calculated values
HOMO (alpha / beta): 0.8 / -6.2 eV
Gap between HOMO and LUMO (alpha / beta): 2.4 / 9.5 eV
Relative energy (zero: lowest compared OMol25 entry of this formula, charge and spin): 0.0 kcal per mole
Multiplicity: 2
Net charge: -1